Molecular formula: C24H39N4O7P
Method: DFT, ωB97M-V with the def2-TZVPD basis set

Strongest force on any atom: 2.42 eV/A
Net charge: 0
HOMO-LUMO gap: 7.073 eV
SMILES string: C#Cc1cc(P(=O)(O)O)c2ncc(C=C)nc2c1.COCCNCCOC.COCCNCCOC

Geometry as XYZ:
```
75
C24H39N4O7P ωB97M-V with the def2-TZVPD basis set
C 1.91 4.12 6.10
C 1.52 3.87 4.98
C 0.95 3.16 3.81
C 1.77 2.59 2.75
C 1.17 1.90 1.68
P 2.34 1.22 0.42
O 2.56 2.17 -0.68
O 1.89 -0.24 -0.14
O 3.79 1.05 1.21
C -0.29 1.75 1.58
N -0.78 1.05 0.51
C -2.10 1.03 0.55
C -2.94 1.65 1.58
C -4.47 1.59 1.48
C -5.11 0.95 2.52
N -2.45 2.28 2.63
C -1.07 2.33 2.62
C -0.43 3.03 3.72
H 2.25 4.33 7.11
H 2.87 2.69 2.78
H 1.48 -0.75 0.58
H 3.56 0.69 2.08
H -2.62 0.51 -0.28
H -5.01 2.05 0.64
H -4.92 -0.12 2.73
H -5.78 1.51 3.21
H -1.08 3.48 4.50
C -5.64 -2.21 -0.27
O -6.23 -2.17 1.02
C -7.54 -2.73 1.07
C -7.53 -4.07 1.80
N -6.87 -5.10 1.01
C -6.56 -6.32 1.76
C -5.65 -6.22 2.99
O -4.30 -5.90 2.70
C -4.04 -4.52 2.48
H -4.77 -1.55 -0.26
H -5.30 -3.22 -0.52
H -6.33 -1.86 -1.04
H -7.99 -2.82 0.08
H -8.15 -2.03 1.65
H -8.57 -4.37 1.99
H -7.04 -3.91 2.77
H -6.01 -4.73 0.64
H -6.08 -7.00 1.05
H -7.50 -6.80 2.06
H -5.62 -7.21 3.45
H -6.05 -5.54 3.75
H -4.67 -3.88 3.10
H -4.17 -4.28 1.42
H -3.00 -4.33 2.72
C 4.36 0.75 -3.08
O 4.56 1.28 -4.38
C 4.42 2.70 -4.46
C 5.77 3.38 -4.64
N 6.58 3.29 -3.43
C 7.99 3.65 -3.62
C 8.82 2.84 -4.63
O 9.08 1.50 -4.24
C 8.02 0.59 -4.48
H 4.25 -0.33 -3.17
H 5.21 0.95 -2.43
H 3.45 1.16 -2.62
H 3.88 3.10 -3.59
H 3.81 2.90 -5.34
H 5.61 4.43 -4.89
H 6.26 2.90 -5.50
H 6.54 2.35 -3.07
H 8.47 3.55 -2.64
H 8.04 4.71 -3.89
H 9.80 3.32 -4.69
H 8.40 2.88 -5.64
H 7.47 0.83 -5.40
H 7.34 0.55 -3.63
H 8.45 -0.40 -4.59
```

Molecular formula: C24H39N9RbS2
Method: DFT, ωB97M-V with the def2-TZVPD basis set

Strongest force on any atom: 2.95 eV/A
Net charge: +1
HOMO-LUMO gap: 6.679 eV

Geometry as XYZ:
```
75
C24H39N9RbS2 ωB97M-V with the def2-TZVPD basis set
Rb 2.78 -15.28 -0.60
N 5.73 -20.14 -0.41
C 4.85 -20.73 -1.42
C 5.37 -20.83 -2.89
C 4.25 -21.25 -3.80
N 3.30 -20.19 -3.85
C 3.75 -22.61 -3.23
C 3.28 -22.68 -1.73
N 2.00 -22.15 -1.46
C 4.39 -22.11 -0.92
H 6.46 -19.61 -0.82
H 6.07 -20.86 0.21
H 5.22 -19.45 0.16
H 3.97 -20.11 -1.43
H 6.25 -21.48 -2.90
H 5.72 -19.84 -3.26
H 4.75 -21.58 -4.72
H 2.45 -20.33 -3.34
H 3.11 -19.81 -4.77
H 4.68 -23.26 -3.24
H 2.97 -23.02 -3.86
H 3.30 -23.78 -1.49
H 1.74 -22.01 -0.50
H 1.28 -22.66 -2.01
H 5.25 -22.80 -0.95
H 4.10 -22.13 0.14
S 4.33 -17.90 0.83
C 5.83 -16.99 0.80
N 6.95 -17.60 0.58
N 8.10 -16.87 0.89
C 8.52 -16.72 2.18
C 9.64 -15.82 2.23
C 10.09 -15.39 3.46
C 9.47 -15.78 4.58
C 8.38 -16.58 4.54
C 7.87 -17.13 3.37
N 5.74 -15.52 0.94
N 5.81 -15.15 2.11
C 5.81 -13.69 2.36
C 5.67 -13.23 3.64
C 6.00 -11.91 3.95
C 6.48 -11.02 2.97
C 6.55 -11.49 1.68
C 6.35 -12.80 1.39
H 8.83 -16.97 0.21
H 10.06 -15.35 1.39
H 10.89 -14.64 3.55
H 9.75 -15.45 5.53
H 7.77 -16.77 5.46
H 6.93 -17.75 3.39
H 5.09 -13.79 4.41
H 5.83 -11.58 4.98
H 6.78 -10.01 3.16
H 6.91 -10.74 0.94
H 6.59 -13.15 0.44
C 0.40 -16.97 5.62
C 0.37 -16.37 4.23
N 0.93 -15.04 4.06
C 2.04 -14.74 3.41
S 2.19 -13.38 2.44
N 3.12 -15.55 3.48
C 3.65 -16.47 4.52
C 3.75 -15.89 5.92
H 0.69 -18.02 5.54
H -0.61 -17.07 6.12
H 1.03 -16.58 6.42
H -0.69 -16.32 3.88
H 0.84 -16.96 3.50
H 0.19 -14.34 4.03
H 3.84 -15.08 2.93
H 4.62 -16.78 4.06
H 3.07 -17.37 4.54
H 4.32 -14.96 6.04
H 4.21 -16.50 6.66
H 2.83 -15.55 6.42
```

Molecular formula: C24H39OPTl
Method: DFT, ωB97M-V with the def2-TZVPD basis set

Strongest force on any atom: 3.78 eV/A
Net charge: +3
HOMO-LUMO gap (spin up / spin down): 4.416 / 4.032 eV

Geometry as XYZ:
```
66
C24H39OPTl ωB97M-V with the def2-TZVPD basis set
Tl -7.91 -5.80 15.05
C -10.33 -7.15 18.63
C -9.83 -5.85 18.78
C -8.60 -5.53 18.25
C -7.74 -6.50 17.73
C -8.24 -7.79 17.56
C -9.53 -8.15 18.09
H -11.24 -7.43 19.11
H -10.39 -5.23 19.49
H -8.17 -4.52 18.42
H -6.68 -6.38 17.68
H -7.59 -8.59 17.21
H -9.82 -9.22 18.19
O -5.55 -4.82 14.90
P -4.27 -4.34 14.24
C -2.85 -5.48 14.59
C -3.34 -6.92 14.90
C -3.10 -7.95 13.86
C -1.64 -8.09 13.42
C -1.13 -6.73 12.86
C -1.55 -5.46 13.72
C -4.43 -4.14 12.38
C -5.15 -2.91 11.84
C -5.59 -3.08 10.35
C -4.73 -4.13 9.63
C -4.86 -5.51 10.26
C -5.05 -5.45 11.83
C -3.55 -2.71 14.79
C -2.29 -2.71 15.64
C -2.53 -3.03 17.13
C -3.60 -2.09 17.76
C -4.87 -2.17 16.92
C -4.67 -1.80 15.45
H -2.58 -5.15 15.60
H -4.46 -6.89 15.03
H -2.94 -7.22 15.90
H -3.69 -7.87 12.96
H -3.38 -8.91 14.26
H -1.63 -8.81 12.55
H -0.92 -8.50 14.19
H -1.60 -6.63 11.85
H -0.06 -6.72 12.78
H -1.62 -4.54 13.15
H -0.71 -5.25 14.42
H -3.38 -4.09 12.04
H -4.57 -1.99 11.96
H -6.07 -2.74 12.47
H -5.35 -2.15 9.87
H -6.68 -3.19 10.23
H -3.67 -3.78 9.72
H -4.95 -4.18 8.56
H -4.01 -6.14 10.13
H -5.70 -6.11 9.81
H -4.64 -6.37 12.26
H -6.14 -5.50 12.11
H -3.30 -2.26 13.84
H -1.88 -1.72 15.60
H -1.52 -3.35 15.27
H -1.53 -3.00 17.63
H -2.88 -4.11 17.28
H -3.19 -1.08 17.81
H -3.75 -2.38 18.79
H -5.70 -1.57 17.34
H -5.25 -3.21 17.01
H -4.35 -0.73 15.31
H -5.62 -2.01 14.89
```